# 1
{
  "formula": "C2H5NO2P",
  "method": "ωB97M-V with the def2-TZVPD basis set",
  "elements": ["O", "N", "O", "C", "C", "P", "H", "H", "H", "H", "H"],
  "positions_angstrom": [[2.670322, 0.242480, 0.219297], [1.585570, 0.088238, 0.068229], [0.581295, 1.453060, -0.005095], [-0.653521, 1.043600, -0.404975], [-0.929775, -0.387781, 0.160401], [0.666693, -1.255498, -0.175240], [-0.757089, 0.929542, -1.573731], [-1.292788, 1.786239, 0.028613], [-1.214135, -0.709852, 1.232909], [-1.659593, -0.993647, -0.446673], [1.003022, -2.196385, 0.896267]],
  "atomic_forces_ev_per_a": [[4.7275, 1.4561, 0.5845], [-4.2372, 2.9773, 0.5009], [3.5800, -1.7114, 0.2689], [-1.0083, -2.0940, -1.8159], [-0.7666, -2.5536, 0.7744], [-2.5119, -2.8638, -0.8311], [0.1428, 0.6084, 2.1310], [-0.8673, 0.3317, -0.0448], [0.3981, 1.6119, -1.3306], [0.4695, 1.0515, 0.2604], [0.0734, 1.1859, -0.4977]],
  "charge": 1,
  "lumo_energy_ev": [-7.01, -7.01],
  "e_homo_ev": [-15.66, -15.67],
  "e_above_lowest_kcal_mol": 133.7,
  "smiles": "O=[N+]1OCCP1",
  "orbital_gap_ev": [8.66, 8.66]
}

# 2
{
  "formula": "C2H5NO2S",
  "method": "ωB97M-V with the def2-TZVPD basis set",
  "elements": ["C", "N", "C", "O", "O", "S", "H", "H", "H", "H", "H"],
  "positions_angstrom": [[1.213104, 0.421092, -0.214716], [0.007976, -0.378396, 0.054105], [-1.390644, 0.398862, 0.126902], [-1.596037, 1.432742, 0.704049], [-2.196653, -0.428414, -0.426448], [-3.842349, -0.108175, -0.137968], [1.944688, 0.214253, 0.541645], [1.687516, 0.253553, -1.193790], [1.096915, 1.475446, -0.135071], [-0.132630, -1.228646, -0.632450], [-3.540448, 0.160437, 1.261464]],
  "atomic_forces_ev_per_a": [[0.2646, -0.7063, -0.2318], [-3.2667, 0.4256, -1.7381], [5.9134, -0.3721, 0.9669], [0.2849, -0.8674, -0.5894], [-2.4479, -1.2063, -1.0635], [0.5092, 0.2656, 2.2646], [0.5450, -0.4255, 0.3888], [-0.4027, -0.2326, 0.1913], [-0.8576, 0.9007, 0.0453], [0.4290, 2.5186, 1.8174], [-0.9713, -0.3003, -2.0514]],
  "lumo_energy_ev": 0.15,
  "e_homo_ev": -9.62,
  "e_above_lowest_kcal_mol": 42.7,
  "smiles": "CNC(=O)OS",
  "orbital_gap_ev": 9.77
}

# 3
{
  "formula": "C2H5NO2S",
  "method": "ωB97M-V with the def2-TZVPD basis set",
  "elements": ["C", "O", "C", "S", "N", "O", "H", "H", "H", "H", "H"],
  "positions_angstrom": [[0.743676, 0.449227, -1.155605], [-0.662678, 0.835663, -0.781470], [-1.063050, 0.427441, 0.363418], [-2.473444, 0.671370, 1.145969], [-0.080636, -0.154337, 1.135865], [0.204038, -1.424385, 0.326339], [1.310851, 0.502348, -0.162674], [0.848942, 1.274757, -1.879484], [0.669608, -0.469031, -1.679645], [-0.585137, -0.350226, 1.989386], [1.087830, -1.762828, 0.697900]],
  "atomic_forces_ev_per_a": [[-1.1784, 3.0037, 0.4994], [0.3805, -0.5133, -1.2880], [-0.3492, 0.7714, 1.3181], [-0.8476, 0.5298, -0.5302], [0.9653, -2.2073, -0.6724], [1.3422, -0.1423, 2.8965], [-0.2149, -0.0310, -2.2169], [1.0666, -0.4055, 0.4271], [0.3779, -0.8210, -0.0891], [0.2921, -1.0509, 0.3617], [-1.8345, 0.8664, -0.7063]],
  "lumo_energy_ev": 0.09,
  "e_homo_ev": -8.70,
  "e_above_lowest_kcal_mol": 82.0,
  "smiles": "COC(=S)NO",
  "orbital_gap_ev": 8.79
}

# 4
{
  "formula": "C2H5NO2S",
  "method": "ωB97M-V with the def2-TZVPD basis set",
  "elements": ["C", "C", "N", "O", "O", "S", "H", "H", "H", "H", "H"],
  "positions_angstrom": [[-1.103513, 0.565198, -0.044209], [-0.937507, -0.702179, 0.621731], [0.805497, 1.385210, 0.493225], [0.372041, -1.181162, 0.554597], [1.810467, -0.223486, -1.301299], [1.563022, 0.056068, 0.347224], [-0.678613, 0.627808, -1.115448], [-1.690101, 1.413512, 0.296113], [-1.234449, -0.645649, 1.615608], [-1.508640, -1.377363, 0.088275], [2.601796, 0.082047, -1.555821]],
  "atomic_forces_ev_per_a": [[4.5222, 3.0449, -2.2445], [0.9735, 1.3395, 0.1502], [-1.6014, -2.4593, -0.0085], [2.2933, 0.0628, -0.8388], [-5.3587, -2.5142, 1.7259], [-1.8008, 1.2433, 0.0388], [-1.5505, -0.2827, 1.5687], [-0.2166, -0.4774, -0.0093], [-0.7320, -0.0064, 1.9236], [-1.3857, -1.8462, -1.0366], [4.8568, 1.8958, -1.2695]],
  "lumo_energy_ev": [-0.01, -0.01],
  "e_homo_ev": [-9.12, -9.12],
  "e_above_lowest_kcal_mol": 110.0,
  "orbital_gap_ev": [9.11, 9.11]
}

# 5
{
  "formula": "C2H5NO2S2",
  "method": "ωB97M-V with the def2-TZVPD basis set",
  "elements": ["O", "S", "O", "C", "S", "C", "N", "H", "H", "H", "H", "H"],
  "positions_angstrom": [[-1.647836, 0.157370, -1.370630], [-0.541782, 0.774303, -0.727903], [-0.262117, 2.146185, -1.044344], [-0.828885, 0.485292, 1.071216], [0.354391, -0.785180, 1.635705], [0.761874, -1.272607, -0.104775], [0.871824, -0.096125, -0.950940], [-1.805387, 0.362065, 1.298957], [-0.317029, 1.367563, 1.424065], [-0.037177, -1.954960, -0.250068], [1.823125, -1.678295, -0.158487], [1.628998, 0.494388, -0.822798]],
  "atomic_forces_ev_per_a": [[-0.2774, -0.8185, -0.4937], [-0.3391, 0.5481, 0.0067], [0.3060, -0.2308, 0.4926], [5.0266, 0.8539, -1.2132], [-0.1132, 0.0990, -0.0184], [3.2781, 0.5493, 0.7497], [-4.0139, -1.5101, -0.2301], [-2.9987, -0.3770, 0.5753], [-0.8441, 0.6317, 0.6687], [-0.3013, -0.5231, -1.5560], [-1.6903, -0.2895, 0.4683], [1.9673, 1.0669, 0.5500]],
  "lumo_energy_ev": 0.47,
  "e_homo_ev": -9.59,
  "e_above_lowest_kcal_mol": 30.9,
  "smiles": "O=S1(=O)CSCN1",
  "orbital_gap_ev": 10.06
}

# 6
{
  "formula": "C2H5NO3",
  "method": "ωB97M-V with the def2-TZVPD basis set",
  "elements": ["N", "C", "O", "H", "H", "H", "O", "C", "O", "H", "H"],
  "positions_angstrom": [[0.530314, -0.987797, -0.524923], [-0.056414, -0.636306, -1.800849], [0.046037, 0.462272, -2.447134], [0.488643, -2.056184, -0.384734], [1.408327, -0.532192, -0.202626], [-0.693240, -1.522192, -2.146720], [0.638837, 1.949997, 1.140652], [-0.363782, 1.265980, 1.076183], [-0.584583, 0.138802, 1.897275], [-1.252839, 1.388898, 0.531651], [-0.161300, 0.528722, 2.861224]],
  "atomic_forces_ev_per_a": [[-0.2157, -1.3005, -2.2649], [0.8942, 2.4039, -0.5877], [-0.2895, -4.6519, 3.0780], [0.2383, 2.5906, -0.0970], [-1.1113, -0.3601, -0.5193], [0.5507, 1.2525, 0.1667], [-2.0376, -1.1193, -0.2756], [2.4097, -0.6546, 2.3104], [1.8949, 3.3845, 3.6220], [-0.9367, 0.5227, -1.5670], [-1.3969, -2.0677, -3.8657]],
  "lumo_energy_ev": 0.56,
  "e_homo_ev": -10.24,
  "e_above_lowest_kcal_mol": 39.6,
  "smiles": "NC=O.O=CO",
  "orbital_gap_ev": 10.80
}

# 7
{
  "formula": "C2H5NO3",
  "method": "ωB97M-V with the def2-TZVPD basis set",
  "elements": ["N", "C", "O", "H", "H", "H", "O", "C", "O", "H", "H"],
  "positions_angstrom": [[-2.774176, -0.503325, -1.518486], [-2.062375, -1.557653, -1.980409], [-1.505630, -2.432536, -1.371994], [-3.035343, 0.111819, -2.266771], [-2.975969, -0.325710, -0.551512], [-2.100928, -1.596859, -3.087175], [3.362453, 2.092488, 1.220156], [2.629063, 1.445585, 1.913682], [2.993961, 0.528268, 2.812068], [1.542743, 1.570588, 1.820085], [3.926200, 0.667335, 3.010357]],
  "atomic_forces_ev_per_a": [[0.2623, -0.1804, -0.5885], [-0.1677, -0.6093, -0.5878], [0.0569, 0.0426, 0.6569], [-0.4372, 0.4460, 0.4812], [0.1226, 0.0694, 0.0320], [0.1628, 0.2345, 0.0076], [0.3295, -0.1042, 0.4100], [-0.2861, 0.4895, -0.8908], [-0.4086, 0.2396, 0.3241], [-0.0356, -0.4549, 0.3258], [0.4011, -0.1727, -0.1704]],
  "lumo_energy_ev": 0.72,
  "e_homo_ev": -10.10,
  "e_above_lowest_kcal_mol": 11.0,
  "smiles": "NC=O.O=CO",
  "orbital_gap_ev": 10.82
}

# 8
{
  "formula": "C2H5NO3",
  "method": "ωB97M-V with the def2-TZVPD basis set",
  "elements": ["C", "C", "N", "O", "O", "O", "H", "H", "H", "H", "H"],
  "positions_angstrom": [[1.235704, -0.600392, -0.153894], [0.037033, 0.031569, 0.537175], [-1.304342, -0.414861, 0.177295], [-1.444316, -1.307802, -0.624007], [-2.129012, 0.257011, 0.732393], [0.079904, 1.631371, -0.640554], [1.702834, -1.448228, 0.519241], [1.784764, 0.319722, -0.336950], [0.785763, -0.953246, -1.093830], [0.041575, 0.495200, 1.457789], [-0.789902, 1.989651, -0.574654]],
  "atomic_forces_ev_per_a": [[-1.4587, -0.8180, 1.7388], [1.7822, 2.1366, -5.2017], [1.0999, 0.0752, -0.0487], [-0.4179, 0.0019, 0.1635], [-1.9191, 0.0129, 0.2348], [0.9767, -3.5751, 2.2423], [-0.6478, 1.8342, -1.5716], [1.0000, -0.5836, 0.0151], [0.7705, -0.2624, 0.2880], [0.0688, 0.7034, 1.8773], [-1.2545, 0.4750, 0.2621]],
  "lumo_energy_ev": -1.30,
  "e_homo_ev": -11.08,
  "e_above_lowest_kcal_mol": 142.7,
  "orbital_gap_ev": 9.79
}

# 9
{
  "formula": "C2H5NO3",
  "method": "ωB97M-V with the def2-TZVPD basis set",
  "elements": ["O", "C", "N", "C", "O", "H", "H", "H", "O", "H", "H"],
  "positions_angstrom": [[2.393581, -1.580290, -0.066007], [1.810593, -0.565350, 0.179628], [0.401307, -0.471328, 0.236093], [-0.221889, 0.406674, -0.627530], [0.306811, 1.006646, -1.519530], [2.373858, 0.327692, 0.473514], [-0.176295, -1.147225, 0.706032], [-1.325554, 0.388069, -0.580487], [-3.559343, 0.904283, 1.258756], [-2.804416, 1.344674, 1.650304], [-3.906701, 0.387648, 1.983947]],
  "atomic_forces_ev_per_a": [[-0.2200, -0.1536, 0.1443], [0.6219, -0.6996, 0.3736], [-0.0792, 1.1017, -0.2976], [-1.2492, -0.9316, -0.4871], [0.9277, 0.5990, 0.0881], [-0.3355, 0.3816, -0.3521], [0.2118, -0.3222, -0.0582], [0.0798, 0.0266, 0.5820], [0.1256, -0.0182, -0.1849], [0.2119, 0.2680, 0.0005], [-0.2949, -0.2517, 0.1916]],
  "lumo_energy_ev": 0.33,
  "e_homo_ev": -10.43,
  "e_above_lowest_kcal_mol": 22.6,
  "smiles": "O=CNC=O.O",
  "orbital_gap_ev": 10.76
}

# 10
{
  "formula": "C2H5NO3",
  "method": "ωB97M-V with the def2-TZVPD basis set",
  "elements": ["O", "C", "N", "C", "O", "H", "H", "H", "O", "H", "H"],
  "positions_angstrom": [[1.641020, 2.355551, -0.442217], [0.623443, 2.094381, -0.996379], [-0.461508, 1.640578, -0.308166], [-0.282346, 0.678815, 0.678547], [0.810732, 0.208647, 0.911638], [0.318072, 2.597464, -2.053412], [-1.402373, 1.829419, -0.632071], [-1.410107, 0.250810, 0.874695], [-0.212951, -3.609416, 0.501491], [0.649589, -3.812652, 0.238490], [-0.273576, -4.233599, 1.227380]],
  "atomic_forces_ev_per_a": [[1.3385, -0.4844, -0.5465], [-0.9658, 3.8824, -1.7781], [-0.8716, -0.7441, 0.4221], [-1.0850, -1.9180, -1.1709], [-2.0975, 0.3757, 0.8373], [0.7479, -1.5353, 1.6828], [0.3077, -0.1891, -0.1106], [2.6567, 0.5912, 0.6692], [-1.6297, 0.0163, 0.7952], [2.2481, 0.0046, -1.1909], [-0.6492, 0.0007, 0.3904]],
  "lumo_energy_ev": 0.58,
  "e_homo_ev": -9.84,
  "e_above_lowest_kcal_mol": 40.0,
  "smiles": "O=CNC=O.O",
  "orbital_gap_ev": 10.43
}